{
  "formula": "C3H6Cl2N2O",
  "method": "the ωB97M-V functional and the def2-TZVPD basis",
  "energy_ha": -1222.84736,
  "charge": 0,
  "homo_ev": -9.57,
  "max_force_ev_per_a": 9.15,
  "orbital_gap_ev": 9.994,
  "symbols": ["C", "C", "C", "H", "H", "H", "H", "H", "H", "N", "N", "O", "Cl", "Cl"],
  "xyz": [[2.02219, 0.19290, 0.19145], [0.64095, -0.43259, 0.57347], [-2.13007, -0.34761, -0.69243], [2.40629, 0.73609, 1.05729], [0.54496, -0.48098, 1.80040], [0.17915, -1.54738, 0.04710], [0.02680, 1.23423, -0.82604], [-2.32544, 0.80595, 1.09418], [-3.05625, -0.54747, -0.23579], [-0.32557, 0.83285, 0.11977], [-1.72287, 0.63530, 0.21221], [-1.76307, -1.21747, -1.76986], [2.24126, 1.25300, -1.20441], [3.26167, -1.11682, -0.36733]],
  "forces_ev_per_angstrom": [[1.1431, -2.0965, -0.2532], [-3.3746, 0.4763, -0.3201], [-0.3157, -4.0678, -2.6872], [0.1578, -0.3282, -0.2801], [0.3783, 0.0050, -3.3504], [1.9472, 3.5893, 1.3861], [-1.4656, -1.1777, 2.0972], [1.8435, -0.3395, -2.0284], [-2.2303, -1.0529, -0.5925], [2.3065, -0.0142, 0.9826], [2.3077, -2.2817, -2.8924], [-0.8266, 6.2891, 6.5914], [-0.9611, 0.8364, -0.1379], [-0.9103, 0.1624, 1.4848]],
  "mulliken_charge": [0.055, -0.360, 0.046, 0.354, 0.206, 0.338, 0.291, 0.303, 0.314, -0.289, -0.332, -0.534, -0.190, -0.201]
}